Molecular formula: C2H7BO2
Method: DFT, wB97M-V/def2-TZVPD

Element x y z (Å)
C (-1.4439, 1.1107, -0.1907)
O (-0.0791, 1.2682, -0.4582)
B (0.6768, 0.1806, -0.2193)
C (0.3781, -1.2271, 0.3145)
O (2.3265, 0.5713, -0.4565)
H (-1.9566, 0.3367, -0.7454)
H (-1.9318, 2.0909, -0.4172)
H (-1.5726, 0.7722, 0.8235)
H (0.0129, -1.2521, 1.2699)
H (1.1973, -1.8846, 0.4004)
H (-0.2621, -1.8095, -0.3109)
H (2.6545, -0.1573, -0.0100)

Summary:
Energy above the lowest of the compared OMol25 structures with the same formula, charge and spin: 1.509 eV
Calculated total energy: -255.7647 Ha
HOMO level: -10.40 eV
2S+1: 1
SMILES: COB(C)O

Molecular formula: C23H31MnN6
Method: DFT, wB97M-V/def2-TZVPD

Element x y z (Å)
Mn (0.3389, -0.2839, 0.8187)
C (3.1500, -1.8483, -0.2892)
C (3.0994, -0.4669, -0.8806)
C (4.0064, -0.0749, -1.8612)
C (3.9542, 1.2170, -2.3494)
C (3.0419, 2.1118, -1.8036)
C (2.1869, 1.6762, -0.8082)
N (2.1784, 0.3832, -0.4003)
C (1.3364, 2.5893, -0.0046)
C (1.5346, 3.9620, 0.0580)
C (0.8378, 4.6894, 1.0121)
C (0.0221, 4.0275, 1.9163)
C (-0.1254, 2.6520, 1.7920)
N (0.4733, 1.9791, 0.8072)
C (-0.7925, 1.8017, 2.8068)
C (-1.6295, 2.2868, 3.7912)
C (-2.0799, 1.4192, 4.7816)
C (-1.6724, 0.0998, 4.7642)
C (-0.8511, -0.3409, 3.7300)
C (-0.3764, -1.7659, 3.6644)
N (-0.4407, 0.4939, 2.7651)
H (4.1708, -2.0808, 0.0146)
H (2.8590, -2.6195, -1.0060)
H (2.5212, -1.9008, 0.6025)
H (4.7503, -0.7750, -2.2175)
H (4.6366, 1.5408, -3.1244)
H (3.0240, 3.1398, -2.1364)
H (2.2502, 4.4537, -0.5843)
H (0.9802, 5.7593, 1.0869)
H (-0.4486, 4.5669, 2.7256)
H (-1.9318, 3.3245, 3.8024)
H (-2.7293, 1.7838, 5.5662)
H (-1.9799, -0.5893, 5.5392)
H (0.1091, -2.0411, 4.6007)
H (0.3607, -1.8869, 2.8623)
H (-1.2038, -2.4613, 3.5126)
N (-0.5439, -0.8278, -4.2899)
C (-0.8386, -1.0468, -2.8227)
C (-2.2166, -0.4726, -2.5099)
C (-2.6474, -0.7686, -1.0691)
N (-1.8599, 0.0281, -0.0942)
C (-2.5371, -2.2626, -0.7626)
C (-1.1717, -2.8686, -1.0887)
N (-0.1359, -2.4327, -0.1097)
C (-0.7687, -2.5422, -2.5307)
H (-0.4887, 0.1642, -4.5317)
H (-1.2879, -1.2358, -4.8637)
H (0.3326, -1.2724, -4.5742)
H (-0.0741, -0.5147, -2.2532)
H (-2.9622, -0.9278, -3.1688)
H (-2.2311, 0.6073, -2.6864)
H (-3.7006, -0.4903, -0.9920)
H (-2.3478, -0.0422, 0.7974)
H (-1.9241, 1.0122, -0.3454)
H (-3.2904, -2.7864, -1.3537)
H (-2.7833, -2.4461, 0.2868)
H (-1.2651, -3.9549, -1.0291)
H (0.7603, -2.8163, -0.4039)
H (-0.3457, -2.9206, 0.7602)
H (-1.4678, -3.0744, -3.1824)
H (0.2345, -2.9296, -2.7371)

Summary:
<S²>: 8.75
Calculated total energy: -2373.8017 Ha
HOMO level (alpha / beta): -16.93 / -16.93 eV
2S+1: 6
Net charge: +3

Molecular formula: C18H62N10O13
Method: DFT, wB97M-V/def2-TZVPD

Element x y z (Å)
C (-22.2841, 12.5425, 1.8677)
C (-22.4368, 12.2688, 0.3293)
O (-21.2947, 11.5211, -0.1065)
H (-21.2624, 12.5421, 2.2746)
H (-22.8235, 11.7119, 2.3842)
H (-22.7283, 13.5063, 2.1873)
H (-22.5326, 13.0858, -0.3869)
H (-23.3077, 11.6132, 0.1117)
H (-21.5115, 10.5670, -0.1821)
C (-20.6651, 5.2905, 7.9832)
C (-21.0329, 6.3204, 6.9575)
O (-20.1329, 7.3069, 6.8631)
H (-21.3596, 4.4568, 7.8936)
H (-20.7188, 5.6501, 9.0025)
H (-19.6447, 4.9473, 7.7685)
H (-21.8941, 6.8760, 7.2465)
H (-21.1459, 5.9332, 5.9266)
H (-20.2585, 7.7918, 7.6893)
C (-21.3344, 10.8014, 8.3004)
C (-21.7571, 9.5268, 8.9426)
O (-20.6645, 8.7079, 9.1257)
H (-21.0447, 10.5936, 7.2838)
H (-20.5630, 11.3480, 8.8445)
H (-22.2270, 11.4720, 8.2424)
H (-22.4387, 8.9288, 8.3538)
H (-22.3011, 9.6258, 9.9260)
H (-20.8321, 7.9517, 9.7241)
C (-24.0719, 8.3922, 4.5631)
C (-22.7882, 9.0422, 4.8880)
O (-22.1870, 9.6198, 3.7508)
H (-24.3139, 7.6691, 5.3941)
H (-24.1097, 7.8300, 3.5702)
H (-24.8350, 9.1906, 4.4507)
H (-22.0808, 8.2797, 5.2227)
H (-22.8388, 9.8673, 5.5941)
H (-21.3640, 10.0520, 4.0559)
C (-16.1585, 9.6440, 7.5980)
C (-17.3439, 8.9788, 8.1812)
O (-18.0850, 10.0122, 8.8433)
H (-15.4181, 9.9124, 8.3757)
H (-16.4669, 10.4986, 7.0375)
H (-15.7226, 8.7910, 7.0183)
H (-16.8748, 8.2028, 8.7561)
H (-17.9937, 8.5906, 7.4240)
H (-18.9627, 9.7116, 8.9685)
C (-16.5259, 5.8455, 6.1174)
O (-16.7592, 5.1595, 7.2893)
N (-17.4040, 6.6110, 5.5695)
N (-15.4264, 5.6142, 5.4608)
H (-18.3080, 6.9327, 6.0447)
H (-17.2448, 6.9601, 4.6123)
H (-14.8537, 4.8904, 5.8923)
H (-14.9857, 6.3295, 4.9126)
C (-14.8750, 9.9082, 4.4974)
O (-15.6114, 8.7312, 4.2961)
N (-14.9418, 10.9639, 3.6658)
N (-13.8501, 10.0847, 5.3153)
H (-15.7878, 10.9566, 3.0743)
H (-14.7206, 11.9258, 3.9535)
H (-13.7858, 9.3442, 6.0189)
H (-13.5187, 10.9634, 5.6532)
C (-20.7370, 7.0257, 2.5820)
O (-19.9998, 8.0383, 1.9192)
N (-20.2012, 6.2003, 3.3699)
N (-21.9865, 6.7769, 2.3485)
H (-19.2204, 6.4693, 3.5731)
H (-20.5816, 5.3212, 3.7361)
H (-22.4456, 7.3588, 1.6615)
H (-22.5392, 6.1927, 3.0515)
C (-18.3409, 13.3755, 9.0230)
O (-19.1084, 12.8737, 10.1486)
N (-17.8676, 12.6355, 8.0670)
N (-18.0711, 14.6680, 8.9008)
H (-18.0127, 11.5923, 8.2234)
H (-17.1995, 13.0183, 7.4370)
H (-18.2738, 15.2019, 9.7486)
H (-17.4343, 15.0878, 8.2201)
C (-18.2856, 11.1585, 1.8978)
O (-17.1841, 10.4123, 2.3192)
N (-19.5111, 10.6379, 1.8750)
N (-18.2382, 12.3980, 1.5667)
H (-19.4959, 9.5961, 1.9751)
H (-20.3053, 11.1502, 1.4876)
H (-17.2650, 12.7397, 1.3795)
H (-18.9317, 13.1015, 1.3211)
C (-20.4407, 13.4747, 6.3005)
O (-19.8235, 14.7245, 6.5134)
H (-19.7901, 12.6200, 6.2548)
H (-20.9323, 13.4098, 5.3260)
H (-21.1680, 13.2790, 7.0577)
H (-19.4294, 14.7021, 7.3982)
C (-18.9729, 9.8951, 5.1215)
O (-19.8652, 10.8281, 4.5667)
H (-18.1676, 9.5277, 4.5179)
H (-19.4443, 8.8798, 5.2679)
H (-18.5241, 10.3919, 6.0249)
H (-19.6448, 10.9737, 3.6286)
C (-17.1247, 12.8094, 4.9151)
O (-16.7472, 13.9464, 5.6933)
H (-16.9036, 11.9148, 5.4698)
H (-16.6307, 12.8224, 3.9224)
H (-18.0972, 12.7205, 4.5433)
H (-15.8670, 13.8930, 6.0837)

Summary:
Energy above the lowest of the compared OMol25 structures with the same formula, charge and spin: 0.295 eV
Calculated total energy: -2248.5514 Ha
HOMO level: -8.54 eV
2S+1: 1

Molecular formula: C4H7NO
Method: DFT, wB97M-V/def2-TZVPD

Element x y z (Å)
O (2.3330, 1.0755, 0.1705)
C (1.9256, 0.2065, -0.5732)
N (0.6172, -0.0277, -0.8476)
C (-0.4588, 0.6840, -0.1823)
C (-1.4302, -0.3263, 0.4358)
C (-0.8824, -1.4284, 1.2376)
H (2.5940, -0.4928, -1.1043)
H (0.0172, 1.3122, 0.5753)
H (-0.9723, 1.3490, -0.8871)
H (-2.0142, 0.1405, 1.2635)
H (-2.1932, -0.6488, -0.2842)
H (0.3887, -0.8022, -1.4544)
H (0.0754, -1.0417, 1.6505)

Summary:
Energy above the lowest of the compared OMol25 structures with the same formula, charge and spin: 4.455 eV
Calculated total energy: -286.4679 Ha
HOMO level: -9.00 eV
2S+1: 1

Molecular formula: C3H9F2N2O
Method: DFT, wB97M-V/def2-TZVPD

Element x y z (Å)
C (0.3593, 1.9967, 0.3864)
N (-0.1851, 0.6589, 0.1843)
C (-1.4746, 0.4864, -0.3066)
F (-1.5343, 0.2676, -1.6088)
F (-2.0056, -0.6803, 0.1102)
C (0.8452, -0.6706, -0.3855)
N (0.6857, -1.7726, 0.8174)
O (0.6118, -1.1757, -1.5868)
H (1.3016, 2.1568, -0.0963)
H (-0.2232, 2.7179, -0.2850)
H (0.2785, 2.2304, 1.4643)
H (-2.0979, 1.2455, 0.0156)
H (1.8180, -0.2671, -0.2570)
H (-0.2721, -2.0493, 0.9293)
H (1.1758, -2.7342, 0.7697)
H (1.0059, -1.3814, 1.7085)
H (-0.2891, -1.0290, -1.8597)

Summary:
Energy above the lowest of the compared OMol25 structures with the same formula, charge and spin: 2.546 eV
Calculated total energy: -503.8734 Ha
HOMO level: -14.29 eV
2S+1: 1
SMILES: CN(C(F)F)[C@@H]([NH3+])O
Net charge: +1

Molecular formula: C7H11N
Method: DFT, wB97M-V/def2-TZVPD

Element x y z (Å)
C (0.1468, 2.4478, 1.2774)
C (0.1512, 1.4554, 0.4220)
C (0.6258, 0.8954, -0.7966)
C (0.4165, 1.6216, -2.1333)
C (-0.5443, 0.2468, -0.0463)
C (-0.4759, -1.0526, 0.6076)
N (0.0145, -2.0840, 0.0579)
C (-0.0780, -3.3050, 0.9097)
H (0.9212, 3.0947, 1.2353)
H (-0.7485, 2.4999, 2.0323)
H (1.3832, 0.1731, -0.6709)
H (1.1345, 2.4172, -2.0900)
H (-0.5384, 1.9511, -2.1707)
H (0.4687, 1.0670, -2.9685)
H (-1.4140, 0.5033, -0.5817)
H (-1.0253, -1.0263, 1.5349)
H (-0.7623, -3.2305, 1.7186)
H (-0.5334, -3.9912, 0.1807)
H (0.8577, -3.6838, 1.4815)

Summary:
Energy above the lowest of the compared OMol25 structures with the same formula, charge and spin: 4.136 eV
Calculated total energy: -327.9360 Ha
HOMO level: -9.52 eV
2S+1: 1
SMILES: C=C1[C@H](C)[C@H]1/C=N/C

Molecular formula: C4H7NO
Method: DFT, wB97M-V/def2-TZVPD

Element x y z (Å)
C (-0.9525, -0.8175, 1.1544)
N (-1.5939, -0.0397, 0.3948)
C (-0.9267, 0.4538, -0.8034)
C (0.6215, 0.3936, -0.8082)
C (1.1619, -0.1126, 0.5269)
O (0.3561, -1.1665, 1.0619)
H (-1.4356, -1.2893, 2.0100)
H (-1.2909, 1.4685, -0.9960)
H (-1.3089, -0.1607, -1.6281)
H (1.0424, 1.3857, -1.0092)
H (0.9642, -0.2702, -1.6083)
H (2.1657, -0.5316, 0.4260)
H (1.1967, 0.6864, 1.2792)

Summary:
Energy above the lowest of the compared OMol25 structures with the same formula, charge and spin: 1.306 eV
Calculated total energy: -286.5836 Ha
HOMO level: -9.74 eV
2S+1: 1
SMILES: C1=NCCCO1

Molecular formula: C6H8OS
Method: DFT, wB97M-V/def2-TZVPD

Element x y z (Å)
C (-2.3818, 1.2900, 0.0199)
C (-1.3188, 0.2310, -0.0056)
C (-1.8715, -1.1537, -0.0749)
O (-1.2513, -2.2140, 0.0843)
C (0.0182, 0.4963, -0.0137)
C (0.4990, 1.9315, -0.0179)
C (1.0376, -0.5575, -0.0743)
S (2.6481, -0.2964, 0.0191)
H (-2.2799, 1.9607, -0.8520)
H (-2.2027, 1.8984, 0.9339)
H (-3.3756, 0.8644, 0.1205)
H (-2.9825, -1.2258, -0.1915)
H (1.2075, 2.2116, -0.7957)
H (-0.2812, 2.7223, 0.0359)
H (1.0592, 2.1501, 0.9004)
H (0.5996, -1.5522, -0.1318)

Summary:
Energy above the lowest of the compared OMol25 structures with the same formula, charge and spin: 1.462 eV
Calculated total energy: -706.7924 Ha
HOMO level: -8.68 eV
2S+1: 1
SMILES: C/C(C=O)=C(\C)C=S